No. 1
Here is a molecular structure, C13H42Ba2F3NO11 at a distorted geometry from OMol25. Energies are from the ωB97M-V functional and the def2-TZVPD basis.

```
72
Properties=species:S:1:pos:R:3:forces:R:3
N -0.07579 -1.19928 2.44651 -1.1 0.6 1.1
H -0.78605 -1.45496 3.15133 -0.1 -0.3 -0.6
H -0.59169 -0.88282 1.60869 0.2 -0.3 0.0
H 0.41966 -2.05421 2.22022 0.0 0.3 0.1
H 0.44667 -0.41087 2.96119 0.5 0.0 -0.6
Ba 3.58991 -1.33876 1.81258 -0.8 2.4 1.1
Ba 1.35365 -3.55024 -0.77763 -2.2 1.6 -0.9
C 2.12031 0.68214 4.41195 -1.3 -1.1 0.6
O 0.99113 1.02292 3.56226 0.4 0.1 -0.4
O 2.41376 -0.61005 4.14538 1.4 -0.1 -2.0
C 3.26830 1.69940 4.24958 0.1 -0.3 -0.4
F 4.14105 1.57505 5.23484 0.0 0.0 0.1
F 3.98805 1.50709 3.07918 -0.3 -0.7 -0.1
F 2.83585 2.94500 4.18670 0.1 0.3 0.2
C 0.09785 2.07144 3.97034 -0.1 1.0 0.5
C -0.78095 2.47795 2.81122 0.2 -0.6 -0.8
H -1.17922 3.48497 2.89895 -0.2 -0.1 0.4
H -0.19994 2.49805 1.88062 0.2 0.0 0.2
H -1.58054 1.75268 2.63307 -0.2 0.2 0.2
H 0.66218 2.94268 4.29622 0.2 -0.1 -0.1
H -0.49462 1.77531 4.84273 0.0 -0.3 -0.1
H 1.75662 0.75509 5.45003 0.2 0.4 0.0
O -0.87257 -1.87095 -0.51720 2.0 -1.2 0.7
C -0.43545 -0.72134 -1.22280 0.5 -1.4 0.4
C 0.80231 -0.00523 -0.66156 -0.3 0.8 0.6
O 1.95093 -0.74681 -0.30663 0.4 -2.7 1.1
H -1.26820 -0.01810 -1.15062 0.2 0.4 -0.9
H -0.16642 -1.05634 -2.24377 -0.5 0.6 -0.3
H 0.43891 0.56818 0.20898 0.2 0.0 0.1
H 1.09576 0.74892 -1.39894 0.0 0.0 -0.1
C -4.19923 -2.71361 -1.26986 0.2 0.0 -0.7
O -2.98799 -3.26106 -1.81128 0.1 -0.3 0.3
H -4.04284 -2.29334 -0.27693 -0.2 0.0 0.1
H -4.55355 -1.92792 -1.93970 -0.1 0.1 0.2
H -4.94742 -3.50222 -1.26238 0.0 0.0 0.2
H -2.25128 -2.83017 -1.35726 0.1 0.4 0.0
C 2.59637 3.29099 0.74043 1.0 0.1 0.4
O 2.60711 4.32700 -0.19268 -0.5 0.1 -0.4
H 1.90524 2.44377 0.61356 -0.2 0.3 -0.5
H 3.61118 2.86932 0.82286 -0.1 -0.2 0.1
H 2.37641 3.75942 1.69862 -0.1 -0.1 0.1
H 2.74888 4.01254 -1.10093 -0.1 -0.2 0.1
C 1.94050 3.71156 -4.03595 0.6 -0.2 0.1
O 2.55829 3.18157 -2.85283 0.1 0.2 0.3
H 1.56926 4.70668 -3.80865 -0.3 -0.1 0.0
H 2.69492 3.82526 -4.81766 0.0 -0.1 0.0
H 1.17219 3.02756 -4.38478 -0.3 0.3 -0.1
H 2.34089 2.25642 -2.72459 0.0 -0.1 -0.3
C -0.36872 -3.95533 -3.77721 -0.3 -0.3 -0.5
O 0.93942 -4.56922 -3.83528 0.3 0.5 1.5
H -0.91387 -4.54505 -4.50866 -0.6 0.2 0.3
H -0.84322 -4.02315 -2.79168 -0.1 -0.3 0.0
H -0.41218 -2.90267 -4.06458 0.4 -0.1 -0.2
H 1.61015 -3.89006 -3.76011 0.3 0.2 -0.7
C 1.44220 0.14841 -4.65755 -0.4 0.4 -0.1
O 2.45603 -0.24640 -3.72197 -0.4 -0.2 -0.1
H 1.89007 0.69960 -5.48268 0.1 0.0 0.0
H 0.84679 -0.66807 -5.07451 0.3 -0.2 0.1
H 0.71328 0.79190 -4.15645 0.2 0.1 0.1
H 2.45705 -1.20389 -3.70263 0.2 0.0 -0.1
C -3.46152 1.68288 0.39693 -1.5 1.0 0.8
O -3.81995 0.33279 0.12612 1.1 0.3 -0.1
H -3.90391 1.96296 1.35974 0.3 -0.3 0.1
H -2.39525 1.90699 0.45418 0.1 -0.3 -0.3
H -3.98438 2.38371 -0.26323 0.4 -0.2 -0.5
H -3.11166 0.04594 -0.45923 -0.4 -0.5 -0.2
C -3.22184 -3.78684 2.20928 -0.2 -0.9 0.5
O -2.45739 -2.60308 1.98241 0.0 -0.4 -0.6
H -2.60333 -4.49566 2.77013 -0.2 0.0 0.1
H -4.13312 -3.61026 2.77949 0.2 0.4 0.1
H -3.56481 -4.31582 1.31567 0.3 0.4 -0.3
H -2.24022 -2.61037 1.03839 0.0 0.5 0.0
```
Forces are in eV/Å.

The gap between HOMO and LUMO comes out at 5.17 eV. The energy relative to the best compared isomer or geometry (same formula, charge and spin) comes out at 0.0 kJ/mol. The value obtained for the HOMO energy is -13.8 eV. The value obtained for the largest force on an atom is 2.9 eV/Å. As for the total charge: +2.

These are the Mulliken partial charges, in e, on atoms 1 to 4: 0.247, 0.480, 0.030, 0.195

***

No. 2
Here is 9 unconnected molecules or ions with the total composition C13H42N2O15S2 at a distorted geometry from OMol25. Energies are from the ωB97M-V functional and the def2-TZVPD basis.

```
74
Properties=species:S:1:pos:R:3:forces:R:3
C -0.42929 5.19575 1.20869 0.0 0.6 -1.2
O -1.06175 5.62464 2.39443 0.4 -0.3 0.9
H 0.10118 6.02636 0.74310 0.6 0.3 0.2
H 0.27764 4.38908 1.40271 -0.1 0.0 0.3
H -1.08802 4.90341 0.39094 -0.6 -0.5 0.4
H -1.86921 6.12054 2.24050 -0.3 -0.4 -0.4
C 3.19215 5.99116 1.02411 0.6 -0.3 0.6
O 3.18209 7.25560 0.40406 -0.6 0.3 0.0
H 4.17248 5.87413 1.48604 0.3 -0.6 -0.1
H 2.49997 5.90316 1.86151 -0.4 0.7 -0.2
H 2.93187 5.14522 0.38792 0.2 0.1 -0.3
H 3.50513 7.19505 -0.49794 0.0 -0.2 0.0
C -4.31311 6.25283 1.06665 -1.1 0.1 0.2
O -3.90008 6.13984 2.45998 0.8 0.8 -0.6
H -3.77566 7.00489 0.48903 1.0 -0.2 0.6
H -4.27664 5.30511 0.52943 0.2 0.0 0.2
H -5.30291 6.70496 1.00365 -0.5 -0.4 0.3
H -4.56292 5.80120 3.06625 -0.3 -0.1 -0.7
C 1.62756 3.48600 4.40631 -0.8 -0.7 -2.0
O 1.84122 3.81310 5.71486 0.2 0.9 1.6
H 0.60691 3.15106 4.22138 -0.3 -0.7 0.2
H 1.63765 4.33523 3.72308 0.8 0.2 -0.1
H 2.33086 2.70080 4.12893 0.0 0.1 -0.3
H 1.53132 4.72010 5.76873 0.1 0.3 0.6
C 0.51933 1.28265 0.77053 -0.1 1.1 -0.7
O 1.47016 2.15488 0.14480 0.6 -0.3 -0.3
H -0.41421 1.62010 0.32030 -0.4 -0.2 0.6
H 0.65341 0.23787 0.49024 0.2 -0.1 0.3
H 0.59176 1.50135 1.83591 -0.5 -0.6 0.1
H 2.29371 1.67239 0.04201 0.1 0.1 0.0
O -0.85238 8.66807 5.95666 -0.1 -1.0 0.3
S -0.50887 7.30283 6.24429 -0.9 -1.7 1.3
O 0.75392 6.78277 5.80612 0.4 0.0 0.1
O -0.64778 7.10674 7.86728 0.6 0.8 -0.4
C 0.24250 6.22704 8.64889 0.7 1.6 -0.5
C 1.57273 6.89386 9.09752 -1.1 0.5 -0.5
C -1.82201 6.05766 5.76760 0.5 2.7 -0.7
H 0.38747 5.35560 8.01039 0.0 -0.4 0.8
H -0.26698 6.15270 9.60963 -0.6 -0.9 -0.5
H 2.30126 7.06008 8.30398 0.2 -0.7 0.2
H 1.87723 6.36087 9.99824 0.7 -0.2 -0.4
H 1.34854 7.89939 9.45355 -0.3 0.1 0.0
H -2.56878 6.10737 6.56004 0.3 -0.7 0.0
H -1.38191 5.14761 5.35989 -0.1 0.0 0.7
H -2.25058 6.59725 4.92306 -0.2 -0.3 -0.3
O 0.78881 1.71306 -3.95870 -0.3 -0.8 0.6
S 1.31293 2.78016 -4.73183 0.3 0.6 -0.3
O 0.39513 3.56921 -5.52393 1.3 -0.4 0.6
O 2.21323 3.71663 -3.73747 0.7 -1.0 -2.3
C 1.79963 4.01626 -2.40636 -1.9 1.3 0.1
C 1.15064 5.42240 -2.39866 -0.1 -1.1 -0.5
C 2.63395 2.05001 -5.78136 -0.5 0.6 0.0
H 2.60699 4.09684 -1.67849 0.6 -0.8 -0.7
H 1.09271 3.24047 -2.11222 0.1 0.1 0.4
H 1.54076 6.06843 -3.18512 0.8 0.1 0.3
H 1.33954 5.77300 -1.38402 -0.6 0.7 -0.2
H 0.11075 5.36878 -2.72093 -0.4 -0.1 0.8
H 2.31863 1.21556 -6.40775 -0.9 -0.1 0.6
H 3.38510 1.65069 -5.09989 0.3 0.6 -0.2
H 2.89936 2.77322 -6.55248 0.7 0.4 0.6
C -2.17601 2.70109 -2.69070 -1.8 2.0 -0.2
N -2.52634 3.69637 -1.61749 1.7 -2.5 -4.6
O -2.72229 3.31517 -0.48767 -1.0 -2.4 5.7
O -2.60153 4.89324 -1.93148 -0.1 3.6 -1.5
H -2.84904 2.98124 -3.50103 -0.3 0.2 -0.4
H -2.52729 1.68898 -2.48979 1.0 -0.1 0.6
H -1.21720 2.92740 -3.15712 0.4 -0.7 0.6
C -0.77137 8.72926 2.81337 -0.6 0.7 0.4
N -0.72576 9.35098 1.45848 -0.3 -1.3 0.3
O 0.34528 9.77840 1.09396 -0.3 0.3 -0.5
O -1.80078 9.36491 0.86597 1.1 0.5 -0.1
H 0.01938 8.01725 3.04976 0.0 0.1 -0.6
H -1.77861 8.31687 2.87246 0.3 -0.1 0.3
H -0.66100 9.60344 3.45501 -0.1 -0.2 0.3
```
Forces are in eV/Å.

The gap between HOMO and LUMO (spin up / spin down) comes out at 2.54 / 6.32 eV. The value obtained for the HOMO energy (spin up / spin down) is -0.4 / -4.2 eV. As for the expectation value of S²: 0.75. The value obtained for the largest force on an atom is 6.3 eV/Å. As for the spin multiplicity: 2. As for the total charge: -1.

These are the Mulliken partial charges, in e, on atoms 1 to 4: 0.225, -0.116, 0.154, -0.041

***

No. 3
Here is 9 unconnected molecules or ions with the total composition C13H43BF4N15O9 at a distorted geometry from OMol25. Energies are from the ωB97M-V functional and the def2-TZVPD basis.

```
85
Properties=species:S:1:pos:R:3:forces:R:3
B 0.32865 -0.39365 0.77256 0.6 0.6 -0.5
F 0.44833 -1.59137 0.06668 -0.6 -0.2 0.5
F -0.75878 -0.30851 1.65905 0.1 -0.4 0.0
F 1.53547 -0.14911 1.44548 -0.4 0.1 0.0
F 0.13354 0.62901 -0.20037 0.0 0.2 0.0
C 0.33515 0.61277 -6.25136 -0.8 0.2 -0.6
O -1.00791 0.32628 -5.90684 -0.2 0.0 0.0
C -1.12960 -0.55988 -4.80417 -0.2 1.0 -0.1
C -2.61714 -0.63073 -4.45671 0.5 -0.5 0.3
N -2.84518 -1.65550 -3.45489 0.5 -0.3 -0.1
C -2.44878 -1.28372 -2.10537 -0.8 -0.1 -0.6
C -2.78890 -2.36764 -1.11032 0.1 0.9 0.4
O -4.19438 -2.50088 -1.00843 -0.2 0.0 -0.3
C -4.57282 -3.73135 -0.43408 0.0 -0.1 0.2
H 0.81381 -0.30057 -6.61456 0.4 0.0 0.4
H 0.84519 1.14066 -5.44428 0.3 -0.3 0.1
H 0.27263 1.28502 -7.10979 0.1 0.1 0.1
H -0.63345 -0.07212 -3.95510 0.4 -0.5 0.1
H -0.68439 -1.52849 -5.04234 -0.1 -0.1 0.2
H -3.18561 -0.86575 -5.35487 -0.1 0.1 0.0
H -2.86240 0.37255 -4.07436 -0.4 0.0 -0.2
H -3.77210 -2.05092 -3.47042 -0.1 0.2 0.1
H -2.98627 -0.36074 -1.82189 0.1 0.0 0.3
H -1.37969 -1.07585 -2.05782 0.0 -0.1 0.0
H -2.39638 -1.97465 -0.16500 0.0 -0.6 0.2
H -2.33364 -3.32727 -1.36379 0.2 0.0 -0.1
H -5.61221 -3.67136 -0.11392 0.0 0.2 0.0
H -3.94983 -3.95598 0.43757 -0.1 -0.1 0.0
H -4.50550 -4.55516 -1.15541 0.2 0.0 0.0
C 2.43997 -2.54606 3.80590 -1.1 -0.3 -0.6
O 2.66510 -3.41681 4.63269 0.3 0.2 0.0
N 2.15075 -1.24607 4.11839 0.4 -0.6 0.7
N 2.27066 -2.79600 2.46447 0.1 0.4 0.3
H 2.14365 -1.06786 5.10564 0.0 0.4 -0.1
H 1.93789 -0.54496 3.43217 0.1 0.1 0.1
H 2.13296 -1.98114 1.88453 0.2 -0.5 -0.3
H 2.52450 -3.69068 2.09481 0.1 0.0 0.0
C 0.24546 1.20445 5.33163 0.9 0.1 -1.6
O 0.82468 2.09779 4.72047 -0.3 0.1 0.7
N 0.48208 0.93150 6.64638 -0.4 -0.4 0.1
N -0.56136 0.31831 4.68185 -0.5 -0.1 1.2
H 0.83491 1.67143 7.22429 0.1 0.0 0.0
H -0.08890 0.21668 7.06368 0.1 0.2 0.4
H -0.66322 0.32135 3.68384 0.3 0.1 -0.1
H -0.88672 -0.47238 5.21109 -0.1 -0.2 -0.5
C 4.57541 1.80856 1.27259 0.0 1.1 0.2
O 5.78759 1.75410 1.44487 0.0 -0.3 -0.1
N 3.75010 2.42459 2.17173 -0.1 -0.5 -0.5
N 3.97354 1.37381 0.12832 0.6 -0.5 0.1
H 2.75496 2.33756 2.05963 -0.1 0.2 0.4
H 4.16867 2.82931 2.98519 -0.1 -0.1 0.1
H 3.02256 1.53531 -0.14686 0.1 0.2 0.2
H 4.63461 1.08264 -0.57033 -0.2 -0.1 -0.2
C -0.77592 3.27428 -2.71938 0.1 0.7 0.0
O 0.35036 3.68218 -2.46353 -0.1 -0.5 -0.4
N -1.57372 3.92955 -3.63083 0.3 -0.6 0.4
N -1.34076 2.19086 -2.12880 -0.1 0.0 -0.3
H -1.27520 4.85902 -3.85560 -0.2 0.1 -0.2
H -2.51524 3.60742 -3.75920 -0.1 0.4 -0.2
H -2.33445 2.06120 -2.18551 0.1 -0.2 0.1
H -0.79637 1.62390 -1.49951 -0.2 0.0 0.1
C 0.91353 3.99645 1.41388 -0.6 0.5 -0.4
O 1.08024 5.05385 2.00981 0.3 -0.3 0.2
N 1.16452 3.88227 0.07384 0.3 -0.3 0.6
N 0.41017 2.87690 2.00833 -0.1 0.1 0.8
H 1.42702 4.73728 -0.37997 -0.1 -0.1 -0.2
H 0.73758 3.15631 -0.47541 0.2 0.3 -0.1
H 0.34816 2.87506 3.02841 0.1 -0.1 -0.5
H 0.21192 2.02087 1.52083 0.2 0.2 -0.1
C 3.00038 -0.17598 -2.54937 0.3 -0.3 -0.2
O 3.93778 -0.21378 -3.33234 0.0 0.1 -0.1
N 2.59924 -1.26293 -1.82769 -0.4 0.0 0.2
N 2.26660 0.95163 -2.30899 -0.2 -0.3 0.2
H 1.92525 -1.19055 -1.08073 0.1 -0.1 -0.2
H 3.07177 -2.13986 -1.92964 0.3 0.1 -0.1
H 1.42469 0.84496 -1.76935 -0.1 0.3 -0.1
H 2.41221 1.76278 -2.87852 0.0 0.1 0.0
C -2.22952 -3.20439 2.97757 0.5 -0.4 0.7
O -2.72161 -4.20781 3.47765 -0.2 0.2 -0.4
N -2.49298 -1.94463 3.44940 -0.1 -0.2 0.0
N -1.30440 -3.21498 1.98414 -0.2 0.1 -0.2
H -3.29685 -1.84147 4.03754 0.0 0.2 0.0
H -1.98248 -1.16734 3.07785 -0.4 0.2 -0.1
H -0.92190 -2.34311 1.66206 0.1 -0.3 -0.1
H -0.88764 -4.08044 1.70082 0.0 0.0 0.1
```
Forces are in eV/Å.

The gap between HOMO and LUMO comes out at 9.09 eV. The energy relative to the best compared isomer or geometry (same formula, charge and spin) comes out at 0.0 kJ/mol. The value obtained for the HOMO energy is -6.9 eV. The value obtained for the largest force on an atom is 1.9 eV/Å. As for the total charge: -1.

These are the Mulliken partial charges, in e, on atoms 1 to 4: 1.129, -0.721, -0.442, -0.257